# C5H4O2S

C5H4O2S in the gas phase at a distorted geometry (ωB97M-V/def2-TZVPD, the OMol25 dataset).

## Properties
Structure (SMILES): O=C1[C@H]2O[C@@H]1[C@H]1S[C@H]12
Net charge: 0
Maximum force: 3.6 eV/Å
ΔE to the lowest compared entry with this formula, charge and spin: 357.1 kJ/mol
E_tot: -20175.89948 eV
Kohn-Sham gap: 9.9 eV
LUMO energy: 0.68 eV

Each line ends with the Mulliken charge.
Positions of all 12 atoms, in Å:
O -1.72 -1.54 0.58  -0.541
C -0.98 -0.70 0.14  0.002
C 0.00 -0.64 -1.13  0.052
O -0.85 0.37 -1.54  -0.433
C -1.02 0.83 -0.12  0.059
C 0.39 1.26 0.20  -0.277
S 1.37 -0.01 1.25  -0.201
C 1.15 0.32 -0.66  -0.308
H 0.44 -1.43 -1.79  0.432
H -1.76 1.59 0.12  0.494
H 0.60 2.40 0.28  0.367
H 2.11 0.38 -1.41  0.356